174
Properties=species:S:1:pos:R:3:lowdin_charge:R:1 method="wB97M-V/def2-TZVPD" energy_ha=-3730.913584 orbital_gap_ev=9.07 lumo_energy_ha=0.002
C 13.80 11.57 13.23 -0.087
C 14.43 12.45 12.30 -0.270
N 14.96 13.14 11.49 0.164
H 12.90 11.15 12.77 0.091
H 13.45 12.07 14.13 0.063
H 14.47 10.76 13.52 0.076
C 16.31 18.95 16.94 -0.049
C 15.56 17.74 17.29 -0.277
N 14.97 16.80 17.57 0.162
H 16.37 19.01 15.85 0.064
H 17.32 18.87 17.35 0.074
H 15.82 19.78 17.44 0.086
C 9.53 12.24 15.68 -0.074
C 9.32 11.22 14.64 -0.289
N 9.21 10.43 13.80 0.110
H 10.42 12.80 15.41 0.049
H 9.63 11.73 16.64 0.078
H 8.65 12.87 15.74 0.073
C 12.88 17.00 13.04 -0.098
C 13.08 17.92 14.17 -0.276
N 13.23 18.64 15.06 0.144
H 13.13 15.98 13.31 0.049
H 13.63 17.31 12.32 0.046
H 11.85 17.06 12.71 0.066
C 15.73 17.10 9.55 -0.075
C 15.07 18.39 9.56 -0.298
N 14.57 19.42 9.58 0.145
H 15.65 16.61 10.51 0.054
H 16.80 17.31 9.44 0.065
H 15.35 16.48 8.77 0.063
C 15.08 10.19 16.65 -0.069
C 14.40 9.50 17.74 -0.277
N 13.83 8.94 18.58 0.126
H 16.05 10.51 17.03 0.078
H 14.47 11.05 16.37 0.062
H 15.18 9.54 15.79 0.070
C 15.44 21.57 12.41 -0.060
C 15.95 20.23 12.57 -0.257
N 16.37 19.14 12.68 0.173
H 15.40 22.08 13.37 0.088
H 14.48 21.55 11.89 0.087
H 16.12 22.14 11.77 0.088
C 12.01 15.62 17.14 -0.081
C 10.70 15.75 16.53 -0.291
N 9.66 15.90 16.06 0.123
H 12.75 15.50 16.35 0.060
H 12.02 14.74 17.77 0.055
H 12.22 16.53 17.69 0.071
C 17.37 14.10 18.58 -0.062
C 17.63 15.43 19.10 -0.287
N 17.87 16.46 19.59 0.133
H 17.92 13.36 19.15 0.068
H 17.73 14.12 17.55 0.069
H 16.31 13.88 18.63 0.065
C 18.97 15.13 10.65 -0.082
C 19.24 15.05 9.25 -0.295
N 19.50 15.02 8.10 0.147
H 17.94 15.39 10.89 0.074
H 19.67 15.86 11.06 0.066
H 19.18 14.19 11.17 0.053
C 9.92 15.07 11.27 -0.055
C 10.78 14.39 12.24 -0.269
N 11.46 13.87 12.99 0.176
H 8.90 14.98 11.58 0.080
H 10.07 14.61 10.30 0.078
H 10.21 16.11 11.17 0.072
C 22.25 14.50 13.08 -0.069
C 21.85 13.42 12.19 -0.280
N 21.53 12.57 11.49 0.133
H 21.95 14.28 14.11 0.088
H 21.67 15.40 12.83 0.050
H 23.34 14.68 13.05 0.090
C 13.10 14.25 8.19 -0.068
C 13.04 15.11 9.34 -0.243
N 12.98 15.84 10.29 0.182
H 12.15 14.23 7.66 0.090
H 13.36 13.28 8.58 0.066
H 13.86 14.67 7.52 0.077
C 23.70 17.49 14.82 -0.061
C 24.93 16.81 15.25 -0.275
N 25.89 16.28 15.63 0.120
H 23.46 17.19 13.80 0.050
H 23.79 18.56 14.94 0.086
H 22.88 17.18 15.48 0.081
C 17.48 11.78 9.45 -0.061
C 16.65 12.44 8.37 -0.267
N 16.02 12.90 7.55 0.138
H 18.36 11.36 8.98 0.080
H 16.82 11.07 9.94 0.065
H 17.69 12.56 10.19 0.047
C 12.71 12.35 19.40 -0.326
O 13.25 12.51 18.31 -0.028
N 12.77 13.23 20.41 -0.193
C 12.06 13.02 21.65 -0.052
C 13.63 14.38 20.38 -0.062
H 12.05 11.51 19.66 0.133
H 11.27 13.77 21.75 0.096
H 12.77 13.07 22.47 0.091
H 11.60 12.03 21.64 0.086
H 14.01 14.56 19.37 0.058
H 13.20 15.34 20.69 0.095
H 14.53 14.28 21.01 0.100
C 22.72 17.80 10.89 -0.345
O 21.85 17.29 11.57 -0.026
N 23.33 17.34 9.77 -0.189
C 24.32 18.15 9.09 -0.046
C 22.96 16.05 9.26 -0.035
H 23.17 18.78 11.14 0.140
H 24.66 19.02 9.64 0.089
H 23.88 18.45 8.12 0.089
H 25.18 17.55 8.79 0.090
H 23.74 15.29 9.32 0.096
H 22.11 15.66 9.82 0.068
H 22.66 16.20 8.22 0.094
C 20.74 20.77 9.71 -0.368
O 20.59 21.72 10.42 0.038
N 19.88 19.73 9.61 -0.175
C 18.63 19.70 10.34 -0.057
C 20.19 18.57 8.78 -0.060
H 21.61 20.56 9.05 0.132
H 18.60 20.62 10.90 0.078
H 18.63 18.89 11.08 0.074
H 17.72 19.61 9.74 0.079
H 21.16 18.59 8.29 0.075
H 20.20 17.68 9.43 0.057
H 19.42 18.42 8.02 0.093
C 18.42 11.02 13.79 -0.299
O 17.99 11.35 14.88 -0.020
N 18.42 9.74 13.29 -0.174
C 18.99 9.41 11.97 -0.043
C 17.97 8.66 14.14 -0.056
H 18.91 11.68 13.05 0.133
H 19.44 10.28 11.51 0.061
H 18.29 8.94 11.27 0.087
H 19.77 8.64 12.13 0.094
H 17.63 9.08 15.07 0.055
H 17.10 8.25 13.63 0.095
H 18.71 7.86 14.28 0.092
C 18.08 14.52 14.39 -0.309
O 18.91 15.18 13.75 -0.034
N 16.76 14.79 14.42 -0.159
C 16.21 15.92 13.70 -0.040
C 15.89 13.90 15.10 -0.061
H 18.22 13.62 15.00 0.116
H 17.03 16.56 13.38 0.050
H 15.54 16.53 14.34 0.080
H 15.71 15.51 12.82 0.067
H 15.36 14.39 15.92 0.081
H 15.13 13.49 14.43 0.054
H 16.42 13.02 15.46 0.065
C 20.68 19.40 16.19 -0.358
O 21.08 19.40 17.32 0.024
N 20.00 18.38 15.56 -0.184
C 19.63 18.49 14.13 -0.039
C 19.75 17.18 16.23 -0.086
H 20.75 20.26 15.51 0.129
H 20.25 17.87 13.46 0.070
H 19.71 19.53 13.81 0.079
H 18.59 18.18 13.95 0.050
H 20.27 17.18 17.19 0.090
H 18.69 17.00 16.43 0.079
H 20.18 16.33 15.67 0.079
C 19.52 10.60 17.66 -0.335
O 19.45 11.66 18.21 0.029
N 19.56 9.36 18.24 -0.189
C 19.34 8.17 17.48 -0.080
C 19.51 9.26 19.71 -0.029
H 19.46 10.51 16.56 0.114
H 19.51 8.34 16.42 0.061
H 18.31 7.79 17.57 0.096
H 20.02 7.38 17.79 0.090
H 20.29 8.56 20.02 0.086
H 19.74 10.24 20.11 0.081
H 18.53 8.93 20.07 0.095

168
Properties=species:S:1:pos:R:3:lowdin_charge:R:1 method="wB97M-V/def2-TZVPD" de_lowest_ev=0.0000 energy_ha=-2890.919242 orbital_gap_ev=9.97 lumo_energy_ha=-0.003
C 1.78 -2.93 2.13 -0.049
C 3.30 -2.85 2.36 -0.478
C 3.73 -3.07 3.81 -0.046
O 3.89 -3.73 1.41 -0.054
H 1.26 -2.16 2.70 0.059
H 1.30 -3.85 2.43 0.080
H 1.61 -2.74 1.07 0.053
H 3.64 -1.85 2.10 0.107
H 4.82 -2.96 3.82 0.069
H 3.43 -4.07 4.13 0.084
H 3.28 -2.30 4.43 0.075
H 4.84 -3.80 1.54 0.085
C 1.43 4.75 0.96 -0.050
C 2.47 5.08 2.08 -0.492
C 1.93 4.55 3.39 -0.061
O 3.63 4.39 1.83 -0.044
H 0.51 5.26 1.24 0.062
H 1.21 3.71 0.71 0.063
H 1.75 5.23 0.04 0.073
H 2.55 6.16 2.09 0.140
H 0.89 4.76 3.61 0.065
H 2.47 5.00 4.23 0.082
H 1.98 3.46 3.39 0.067
H 4.30 4.64 2.47 0.088
C 0.60 -0.35 -1.19 -0.011
C -0.30 -0.48 0.08 -0.440
C -0.26 0.69 1.14 -0.018
O -1.60 -0.67 -0.45 -0.087
H 1.63 -0.26 -0.85 0.054
H 0.26 0.57 -1.66 0.067
H 0.53 -1.20 -1.87 0.053
H -0.09 -1.36 0.68 0.096
H -0.23 1.59 0.52 0.049
H 0.64 0.64 1.75 0.054
H -1.12 0.68 1.80 0.048
H -2.22 -0.83 0.26 0.009
C -3.82 -6.02 -2.22 -0.053
C -4.17 -4.54 -2.24 -0.472
C -3.04 -3.55 -1.80 -0.033
O -4.60 -4.26 -3.58 -0.063
H -4.66 -6.66 -2.48 0.082
H -3.49 -6.29 -1.21 0.071
H -2.94 -6.16 -2.84 0.080
H -5.01 -4.28 -1.59 0.098
H -2.83 -3.71 -0.74 0.074
H -3.33 -2.50 -1.90 0.061
H -2.15 -3.76 -2.40 0.070
H -5.25 -4.91 -3.86 0.079
C -1.79 3.11 3.38 -0.117
C -2.63 3.91 4.34 -0.267
C -2.74 3.31 5.72 -0.195
C -1.48 2.94 6.42 -0.215
N -0.54 2.61 6.97 0.144
H -1.63 3.61 2.43 0.068
H -2.23 2.13 3.20 0.063
H -0.80 2.84 3.75 0.068
H -3.63 4.11 3.96 0.114
H -2.11 4.86 4.39 0.110
H -3.49 2.52 5.73 0.119
H -3.25 4.04 6.35 0.113
C -1.34 -1.17 4.18 -0.072
C -1.27 -2.71 3.91 -0.295
C -2.34 -3.63 4.32 -0.208
C -2.44 -3.73 5.80 -0.203
N -2.55 -3.81 6.97 0.133
H -2.16 -0.74 3.61 0.035
H -0.40 -0.74 3.82 0.054
H -1.51 -0.95 5.23 0.074
H -0.35 -3.11 4.34 0.105
H -1.16 -2.84 2.84 0.093
H -2.12 -4.62 3.94 0.122
H -3.26 -3.21 3.91 0.101
C 6.68 0.18 3.61 -0.077
C 6.04 1.35 4.39 -0.249
C 4.94 2.00 3.65 -0.223
C 3.73 1.26 3.67 -0.232
N 2.76 0.66 3.63 0.188
H 7.46 -0.29 4.21 0.077
H 7.06 0.58 2.67 0.062
H 5.99 -0.61 3.33 0.056
H 6.72 2.12 4.77 0.119
H 5.54 0.90 5.24 0.113
H 5.23 2.18 2.61 0.122
H 4.70 2.94 4.15 0.122
C -1.45 3.73 -1.02 -0.108
C -1.81 4.64 -2.21 -0.223
C -2.44 5.97 -1.74 -0.182
C -1.48 6.90 -1.10 -0.204
N -0.73 7.70 -0.67 0.135
H -2.33 3.37 -0.49 0.061
H -0.92 4.24 -0.22 0.040
H -0.87 2.84 -1.28 0.056
H -2.48 4.07 -2.85 0.088
H -0.89 4.85 -2.75 0.099
H -3.26 5.75 -1.06 0.111
H -2.88 6.44 -2.62 0.118
C -3.89 1.10 -2.16 -0.089
C -5.38 1.41 -2.33 -0.264
C -5.62 2.81 -2.80 -0.203
C -5.05 3.08 -4.12 -0.250
N -4.57 3.25 -5.13 0.156
H -3.22 1.45 -2.95 0.074
H -3.72 0.03 -2.11 0.055
H -3.49 1.62 -1.29 0.059
H -5.88 1.28 -1.37 0.096
H -5.86 0.73 -3.03 0.118
H -5.27 3.63 -2.18 0.117
H -6.70 2.88 -2.90 0.120
C 3.77 1.47 -0.50 -0.076
C 4.49 0.20 -1.08 -0.224
C 5.78 -0.18 -0.30 -0.188
C 6.79 0.83 -0.38 -0.272
N 7.59 1.65 -0.50 0.151
H 4.44 2.23 -0.09 0.065
H 3.15 1.24 0.37 0.056
H 3.15 1.95 -1.25 0.044
H 4.88 0.38 -2.08 0.090
H 3.89 -0.71 -1.18 0.072
H 6.24 -1.06 -0.75 0.127
H 5.52 -0.29 0.76 0.096
C -6.68 -1.46 -0.79 -0.098
C -7.05 -2.08 0.57 -0.225
C -5.87 -2.84 1.25 -0.152
C -4.70 -1.98 1.49 -0.172
N -3.76 -1.32 1.59 0.196
H -6.27 -2.18 -1.50 0.071
H -5.85 -0.76 -0.62 0.047
H -7.54 -0.99 -1.25 0.082
H -7.88 -2.75 0.34 0.105
H -7.49 -1.35 1.27 0.108
H -5.61 -3.66 0.58 0.101
H -6.15 -3.33 2.18 0.117
C 1.61 -3.24 -6.82 -0.098
C 0.59 -3.18 -5.64 -0.228
C 0.83 -1.86 -4.89 -0.192
C 2.16 -1.64 -4.22 -0.210
N 3.19 -1.53 -3.71 0.167
H 2.65 -3.22 -6.49 0.071
H 1.48 -2.37 -7.47 0.074
H 1.53 -4.14 -7.42 0.069
H 0.76 -4.01 -4.96 0.094
H -0.46 -3.23 -5.93 0.110
H 0.10 -1.72 -4.09 0.095
H 0.65 -1.01 -5.55 0.117
C -0.15 -6.05 -1.23 -0.095
C 0.65 -4.89 -0.68 -0.256
C 1.91 -4.53 -1.47 -0.189
C 2.83 -5.62 -1.66 -0.243
N 3.58 -6.46 -1.81 0.154
H 0.42 -6.98 -1.33 0.080
H -0.53 -5.72 -2.19 0.061
H -1.02 -6.19 -0.59 0.065
H 0.90 -4.99 0.38 0.097
H 0.04 -3.99 -0.74 0.094
H 2.35 -3.70 -0.92 0.100
H 1.66 -4.18 -2.47 0.101
C 1.76 3.32 -3.47 -0.106
C 3.00 2.77 -4.18 -0.254
C 3.76 3.87 -4.89 -0.193
C 3.00 4.70 -5.88 -0.210
N 2.42 5.32 -6.66 0.134
H 2.09 3.77 -2.53 0.068
H 1.09 2.51 -3.19 0.059
H 1.18 4.05 -4.03 0.066
H 2.75 2.02 -4.94 0.106
H 3.56 2.21 -3.43 0.089
H 4.69 3.51 -5.33 0.117
H 4.13 4.53 -4.11 0.118